Entry 1:
ORCA calculation (the ωB97M-V functional and the def2-TZVPD basis) on a structure of composition C39H54BCl5F6LiMgN3O19S3 at a distorted geometry.

HOMO level: -0.276 Ha
Charge: 0
Max |F|: 8.72 eV Å⁻¹

Structure (XYZ):
```
132
Properties=species:S:1:pos:R:3:lowdin_charge:R:1
C -6.02448 -1.99674 6.19338 -0.0617
O -5.10372 -0.97716 6.59596 -0.1216
C -4.10190 -0.66743 5.63359 -0.4300
C -4.49588 -0.88046 4.13919 -0.1226
C -5.66867 0.02480 3.60318 -0.1255
C -6.83581 -0.84349 2.96001 -0.2184
C -6.90216 -0.71540 1.40911 -0.1941
S -7.74507 0.83354 0.91255 0.7367
O -6.73629 1.63717 0.27406 -0.3615
O -8.30312 1.54566 2.02819 -0.2357
O -8.99744 0.44518 -0.08814 -0.1237
C -3.77578 0.87057 5.86112 -0.2059
N -2.54320 1.28263 5.18576 -0.3416
S -1.29091 1.53456 6.35387 0.9491
C 0.18672 1.87380 5.36494 -0.3504
C 1.03607 0.58891 5.24099 -0.5421
O 1.76133 0.20734 6.08147 0.1640
O 0.90199 -0.12460 4.05881 -0.0749
C 1.85942 0.18567 3.05207 -0.1268
C 1.58642 -0.67402 1.80560 -0.2719
C 1.51046 -2.17334 2.23507 -0.0476
O 0.47123 -0.17529 1.02591 0.0350
C -0.78992 -0.59554 1.41014 -0.5071
O -1.38079 -0.06425 2.27763 0.1146
C -1.56888 -1.79325 0.69667 -0.3269
S -2.08652 -2.93871 2.06818 0.7569
C -2.78331 -1.43465 6.05621 -0.0100
C -2.83486 -2.96208 5.87599 -0.4166
O -2.52457 -3.42554 4.83665 -0.0002
F -3.24617 -3.80877 6.84727 0.1361
H -5.56767 -2.86368 5.67710 0.0926
H -6.48627 -2.38893 7.12826 0.1085
H -6.84923 -1.51581 5.62745 0.0957
H -3.60287 -0.56199 3.54343 0.0962
H -4.64045 -1.95060 3.86659 0.1018
H -5.27346 0.63683 2.76622 0.1144
H -6.15446 0.62599 4.39218 0.1209
H -7.80058 -0.48127 3.38411 0.1106
H -6.75908 -1.92029 3.21818 0.1051
H -5.90659 -0.82017 0.93292 0.1134
H -7.56005 -1.54783 1.05398 0.0990
H -8.97090 -0.52450 -0.17550 0.0756
H -4.63139 1.54060 5.65466 0.1306
H -3.59654 0.94757 6.96505 0.1044
H -2.25934 0.62364 4.46473 0.0329
H 0.80922 2.60664 5.92688 0.1002
H -0.01282 2.33858 4.37633 0.1003
H 1.91710 1.27340 2.81565 0.1061
H 2.87365 -0.09195 3.44278 0.1516
H 2.47281 -0.59287 1.14509 0.1290
H 2.55973 -2.56539 2.34587 0.0302
H 1.04399 -2.80751 1.44553 0.0867
H 1.01320 -2.33962 3.21839 0.0494
H -0.81047 -2.28228 0.04880 0.0819
H -2.45842 -1.44928 0.13834 0.0822
H -1.56711 -2.37518 3.21385 -0.1539
H -2.65001 -1.23751 7.14288 0.1416
H -1.86847 -1.08863 5.54334 0.1036
Li -0.43189 -3.92048 3.86562 0.7390
C 5.96771 -0.56761 0.81395 0.0155
C 7.29905 -0.52637 0.86366 0.0691
C 8.12619 -1.70153 0.50055 -0.4542
O 9.32825 -1.65560 0.55060 0.0940
C 7.40286 -2.92996 0.06541 -0.1155
C 6.04534 -2.94767 0.01611 -0.1694
C 5.24337 -1.77354 0.39066 -0.4375
O 4.00511 -1.80605 0.34970 -0.0450
H 5.35150 0.28115 1.08111 0.0447
H 7.83587 0.36135 1.17180 0.1397
H 8.01026 -3.78105 -0.20835 0.0374
H 5.49854 -3.83087 -0.30547 0.0313
C 8.67394 -1.11717 -4.24620 -0.0530
C 8.58337 -1.11922 -2.69168 -0.4346
O 7.38438 -0.64476 -2.35757 -0.0547
H 8.57512 -0.11054 -4.65422 0.0787
H 9.64847 -1.50595 -4.55628 0.0875
H 7.91355 -1.74544 -4.69111 0.0342
H 9.47364 -0.56806 -2.33889 0.1074
H 8.82735 -2.15690 -2.38681 0.1163
C 2.40873 -3.19952 -8.02306 -0.0589
C 3.36647 -2.04011 -8.22173 -0.2092
O 4.50280 -2.16783 -7.34798 0.0254
C 5.47846 -2.96750 -7.76305 -0.3950
O 5.48052 -3.58672 -8.78617 0.1724
C 6.62740 -2.94920 -6.75181 -0.5211
F 6.19116 -3.03915 -5.48041 0.1445
F 7.34024 -1.80662 -6.84288 0.1419
F 7.48451 -3.95772 -6.93297 0.1684
H 2.12166 -3.28330 -6.97258 0.0792
H 1.50998 -3.06129 -8.62490 0.0820
H 2.87063 -4.14821 -8.30385 0.0737
H 2.87847 -1.11261 -7.96165 0.0907
H 3.68390 -1.95616 -9.26089 0.1328
Mg 4.54248 -4.08129 1.27182 1.0471
C 3.67828 4.23366 1.40289 -2.0305
Cl 2.00851 4.11680 1.98546 0.5348
Cl 3.69662 5.01154 -0.18321 0.5475
Cl 4.63724 5.18553 2.54220 0.5399
Cl 4.37092 2.60244 1.26788 0.5352
B -7.73032 4.72216 0.35421 -1.0434
O -8.57828 5.93503 0.46005 0.2216
C -8.18096 6.79241 -0.46786 -0.4140
O -8.66384 7.87914 -0.65201 0.1322
C -7.04244 6.18842 -1.24073 -0.4033
O -6.45113 6.70522 -2.15383 0.1350
O -6.78277 4.98345 -0.75920 0.1824
F -8.52460 3.59571 0.06069 0.1248
F -7.02232 4.51714 1.55590 0.1294
C 5.21044 1.09539 -5.88303 0.0082
C 4.12274 1.37297 -6.88891 -0.5146
O 3.85997 0.58924 -7.79296 0.0145
N 3.42689 2.53214 -6.76963 0.0105
C 3.58518 3.57897 -5.77824 -0.0731
H 5.67038 0.13703 -6.11107 0.0641
H 5.97841 1.86899 -5.93367 0.0897
H 4.79212 1.04748 -4.87632 0.0911
H 2.71719 2.64785 -7.47715 0.1424
H 2.64162 3.69873 -5.24259 0.0848
H 3.81956 4.51338 -6.29111 0.0844
H 4.37476 3.35019 -5.06903 0.0724
N -3.74643 0.79249 -2.03176 0.0020
C -4.73908 1.18461 -2.83529 -0.1794
C -5.81109 1.95837 -2.41666 -0.0296
C -5.86182 2.34612 -1.08746 -0.1616
C -4.84463 1.94923 -0.23570 -0.0801
C -3.81481 1.17924 -0.75531 -0.1866
H -4.65840 0.85499 -3.86553 0.0910
H -6.58545 2.24928 -3.11352 0.1083
H -6.68246 2.95090 -0.71860 0.0937
H -4.84968 2.23297 0.80906 0.1221
H -2.99146 0.84855 -0.12830 0.0684
Cl 8.88403 -4.29130 1.79137 -0.1051
```

***

Entry 2:
ORCA calculation (the ωB97M-V functional and the def2-TZVPD basis) on a structure of composition C39H54Cl2O23Zn at a distorted geometry.

HOMO level: -0.290 Ha
Charge: 0
Max |F|: 4.11 eV Å⁻¹

Structure (XYZ):
```
119
Properties=species:S:1:pos:R:3:lowdin_charge:R:1
Zn 0.16639 0.41949 -1.73102 0.2747
Cl 1.44630 -1.59641 -1.88403 0.1351
Cl -1.34573 1.89277 -1.58654 0.2583
C -4.05069 -0.85378 -1.37864 -0.0342
O -3.76171 -1.63979 -0.26130 0.0181
C -2.51726 -1.98144 0.00674 -0.6182
O -1.49927 -1.62264 -0.58351 0.0190
O -2.49768 -2.61461 1.16140 0.0362
C -1.20538 -2.99306 1.59879 -0.0176
H -5.06588 -0.44426 -1.26171 0.1147
H -3.85206 -1.46741 -2.25310 0.0914
H -3.28119 -0.09839 -1.39843 0.0312
H -0.65421 -2.09925 1.82051 0.0673
H -0.63245 -3.57173 0.90098 0.0772
H -1.30687 -3.58727 2.52361 0.1209
C 3.73353 2.77836 -3.88671 0.0084
O 3.10338 3.25734 -2.65830 -0.0219
C 2.20458 2.48292 -2.02805 -0.5644
O 1.94043 1.36383 -2.46450 -0.0069
O 1.57001 3.09083 -1.03697 -0.0181
C 2.03646 4.42449 -0.67226 0.0084
H 2.97086 2.43463 -4.59030 0.0991
H 4.42599 1.95515 -3.69599 0.0948
H 4.29868 3.57894 -4.37990 0.0990
H 3.11452 4.49388 -0.83461 0.0978
H 1.73544 4.57984 0.36430 0.0805
H 1.58548 5.25042 -1.30079 0.1224
C -1.77938 0.65720 1.85204 -0.0275
O -0.57746 0.45654 2.57090 0.0137
C 0.51716 0.56546 1.81352 -0.6013
O 0.49685 0.51635 0.60598 0.0367
O 1.54441 0.85365 2.59788 0.0066
C 2.74291 1.27205 1.91257 0.0186
H -2.63732 0.49616 2.51150 0.1223
H -1.76823 -0.12269 1.13801 0.0403
H -1.86491 1.59997 1.28276 0.0817
H 2.89605 0.77679 0.91657 0.1021
H 3.52986 0.98734 2.55280 0.0795
H 2.70256 2.37601 1.87890 0.1084
C 0.15866 -2.34783 -5.65440 -0.0457
O -1.02222 -1.53292 -5.69684 -0.0285
C -1.22091 -0.40500 -4.90806 -0.5354
O -0.41949 0.09829 -4.15007 0.0390
O -2.42775 0.06403 -5.19821 0.0075
C -2.85267 1.28909 -4.54149 -0.0386
H 1.03279 -1.95793 -5.11002 0.0813
H 0.54974 -2.44456 -6.69648 0.0952
H -0.21967 -3.34877 -5.38378 0.0959
H -2.08431 2.05701 -4.52917 0.0815
H -3.19982 1.01848 -3.49951 0.0657
H -3.76637 1.63017 -5.02557 0.0919
C 1.44249 2.63475 5.28237 -0.0367
O 1.38940 3.51417 4.13918 0.0040
C 0.22415 3.56999 3.52435 -0.6667
O -0.81120 3.13092 4.00313 0.0997
O 0.26627 4.21902 2.41667 0.0134
C -0.93615 4.68430 1.76205 -0.0029
H 0.72620 1.77269 5.25107 0.1085
H 1.34165 3.22101 6.24096 0.1098
H 2.43382 2.15844 5.33368 0.0893
H -0.66782 5.50526 1.16149 0.0750
H -1.79094 4.93214 2.46751 0.1304
H -1.35039 3.96202 1.06655 0.0618
C -3.45889 -5.89132 -2.60733 -0.0320
C -2.53311 -6.60392 -1.88504 -0.0093
C -1.31874 -6.04979 -1.52784 -0.3429
C -1.12402 -4.75119 -1.82350 -0.0277
C -2.01859 -4.02274 -2.59247 -0.0025
C -3.19345 -4.62942 -3.02537 -0.3543
O -4.04232 -3.85874 -3.73434 0.0633
O -0.43571 -6.75359 -0.77439 0.0670
H -4.44239 -6.31705 -2.92301 0.1336
H -2.58823 -7.65824 -1.61046 0.1266
H -0.28529 -4.16911 -1.54376 0.0805
H -1.67179 -3.08451 -2.99218 0.1103
H -4.69938 -4.42969 -4.10556 0.0901
H 0.30523 -6.16524 -0.65433 0.0828
C 6.46323 -0.01421 1.90765 -0.0094
C 5.98609 0.57308 0.72283 -0.0190
C 5.05494 -0.09173 -0.05245 -0.3544
C 4.68402 -1.39693 0.27524 -0.0197
C 5.21942 -2.02186 1.40528 -0.0025
C 6.06707 -1.29804 2.26630 -0.3398
O 6.51342 -1.71043 3.45252 0.0763
O 4.47003 0.52895 -1.12196 0.0270
H 7.12540 0.56258 2.54431 0.1176
H 6.27858 1.57121 0.42820 0.1156
H 4.06035 -2.07597 -0.34396 0.1083
H 4.88635 -3.03892 1.58935 0.1069
H 6.30700 -2.61121 3.59742 0.0880
H 3.88822 -0.09227 -1.54073 0.0433
C -5.15147 3.90749 0.10810 -0.0155
C -6.38256 4.27443 0.63220 -0.0151
C -6.70532 5.57627 0.98304 -0.3219
C -5.73932 6.57404 0.78873 -0.0025
C -4.50710 6.12161 0.31069 -0.0263
C -4.18765 4.85599 -0.11771 -0.3520
O -3.02197 4.55154 -0.70880 0.0193
O -8.03000 5.93054 1.26730 0.0053
H -5.10107 2.95021 -0.27581 0.0915
H -7.10117 3.49673 0.85202 0.1175
H -6.07768 7.54769 1.21809 0.1304
H -3.75631 6.85898 0.21198 0.1020
H -2.92213 3.61796 -0.96220 0.0087
H -8.02512 6.64422 1.94862 0.1124
C 2.74433 -5.02189 2.02858 0.0102
C 3.06719 -4.91983 3.42877 -0.0057
C 2.94677 -3.66776 4.08207 -0.3238
C 2.40336 -2.56699 3.39903 -0.0248
C 2.10710 -2.67120 2.08393 -0.0534
C 2.22976 -3.87669 1.36538 -0.3666
O 1.93207 -4.00746 0.07634 -0.0114
O 3.28973 -3.40698 5.39937 0.0190
H 2.84305 -5.84108 1.36062 0.1012
H 3.47065 -5.77422 3.95586 0.1004
H 2.13053 -1.65059 3.94105 0.1311
H 1.57804 -1.77958 1.64263 0.1208
H 1.76553 -3.17064 -0.42046 -0.0413
H 3.44371 -4.34489 5.69169 0.1174
```

***

Record order is preserved below.
Kohn-Sham gap: 0.0702 0.3007 Eh